ORCA calculation (ωB97M-V with the def2-TZVPD basis set) on one molecule with the formula C3H4O2 at a distorted geometry.

The relative energy (zero: lowest compared OMol25 entry of this formula, charge and spin) comes out at 443.2 kJ/mol. The frontier orbital gap is 10.2 eV. Its SMILES is O[C@H]1[C@H]2O[C@@H]12. The calculation puts the largest force on an atom at 4.7 eV Å⁻¹. As for the calculated total energy: -267.02396 Eh. As for the HOMO energy: -0.3384 Ha.

Structure (XYZ):
```
9
C3H4O2 ωB97M-V with the def2-TZVPD basis set
O -1.922 -0.337 -0.091
C -0.482 0.442 -0.026
C 0.659 -0.020 0.744
O 1.058 -1.153 -0.041
C 0.697 0.043 -0.787
H -1.542 -1.209 0.277
H -0.912 1.418 0.013
H 1.217 0.393 1.558
H 1.227 0.424 -1.647
```


ORCA calculation (ωB97M-V with the def2-TZVPD basis set) on a 2-piece molecular cluster, C2H6OS2 overall at a distorted geometry.

Its spin multiplicity is 2. The relative energy (zero: lowest compared OMol25 entry of this formula, charge and spin) comes out at 92.2 kJ/mol. The expectation value of S² is 0.755. The charge is +1. The frontier orbital gap (alpha / beta) is 8.9 / 5.4 eV. The calculation puts the largest force on an atom at 3.7 eV Å⁻¹. As for the calculated total energy: -951.03608 Eh. As for the HOMO energy (alpha / beta): -0.5236 / -0.5202 Ha.

Structure (XYZ):
```
11
C2H6OS2 ωB97M-V with the def2-TZVPD basis set
O -1.821 0.442 1.565
C -1.411 1.520 1.100
H -0.353 1.847 1.139
H -2.084 2.250 0.500
C 0.634 -0.865 -1.662
S 1.263 0.105 -0.195
S 1.758 -0.839 1.551
H -0.301 -1.439 -1.483
H 1.432 -1.491 -2.023
H 0.290 -0.149 -2.433
H 0.593 -1.381 1.941
```


ORCA calculation (ωB97M-V with the def2-TZVPD basis set) on a 2-piece molecular cluster, C22H41BN3O5 overall at a distorted geometry.

The charge is +1. The frontier orbital gap is 7.7 eV. The calculation puts the largest force on an atom at 2.5 eV Å⁻¹. As for the calculated total energy: -1427.93532 Eh. As for the HOMO energy: -0.4165 Ha.

Structure (XYZ):
```
72
C22H41BN3O5 ωB97M-V with the def2-TZVPD basis set
C 5.559 1.182 0.891
C 4.819 1.789 -0.287
O 3.622 2.480 0.108
C 2.562 1.603 0.394
C 1.361 1.834 -0.572
C 0.127 2.287 0.126
C -1.066 1.606 0.041
O -1.221 0.469 -0.646
C -1.166 -0.782 0.121
C 0.009 -1.697 -0.245
C 0.997 -1.664 0.939
C -0.574 -3.120 -0.408
C -1.010 -3.379 -1.868
C 0.387 -4.248 0.007
C -2.204 2.132 0.675
B -3.623 1.372 0.515
C -4.279 1.227 -0.901
O -4.130 0.881 1.673
N -2.222 3.213 1.404
N -1.053 3.849 1.467
N -1.052 5.033 2.248
C -0.632 4.678 3.625
C -2.405 5.627 2.217
C -3.358 5.479 3.371
O -2.720 6.248 1.218
C 0.075 3.485 0.872
C 1.276 4.361 0.997
H 5.074 0.249 1.164
H 6.551 0.914 0.542
H 5.611 1.861 1.731
H 4.540 1.028 -1.014
H 5.455 2.512 -0.785
H 2.209 1.844 1.399
H 2.850 0.561 0.427
H 1.181 0.991 -1.224
H 1.684 2.656 -1.208
H -1.133 -0.557 1.184
H -2.099 -1.289 -0.091
H 0.479 -1.388 -1.174
H 0.629 -2.266 1.758
H 1.998 -1.964 0.658
H 1.006 -0.648 1.325
H -1.461 -3.241 0.210
H -0.238 -3.935 -2.377
H -1.898 -3.999 -1.864
H -1.266 -2.455 -2.385
H 1.419 -4.063 -0.266
H 0.015 -5.171 -0.419
H 0.331 -4.389 1.083
H -4.930 2.086 -1.067
H -3.496 1.248 -1.652
H -4.810 0.291 -1.029
H -5.080 1.007 1.760
H -0.912 5.456 4.319
H 0.453 4.631 3.637
H -0.986 3.693 3.921
H -3.326 6.363 3.999
H -3.205 4.585 3.963
H -4.357 5.436 2.959
H 1.005 5.407 1.029
H 1.875 4.218 0.109
H 1.897 4.074 1.836
C -0.280 -8.210 -4.142
C 0.133 -6.851 -3.637
O -0.547 -6.234 -2.849
C 1.436 -6.295 -4.160
H -1.229 -8.491 -3.690
H -0.396 -8.187 -5.226
H 0.473 -8.953 -3.876
H 1.390 -6.194 -5.245
H 2.259 -6.960 -3.895
H 1.617 -5.316 -3.720
```


ORCA calculation (ωB97M-V with the def2-TZVPD basis set) on a 8-piece molecular cluster, C16H50N2O10 overall at a distorted geometry.

The relative energy (zero: lowest compared OMol25 entry of this formula, charge and spin) comes out at 0.0 kJ/mol. The frontier orbital gap is 9.2 eV. Its SMILES is COCCNCCOC.COCCNCCOC.CCO.CCO.O.O.O.O. The calculation puts the largest force on an atom at 3.1 eV Å⁻¹. As for the calculated total energy: -1501.39028 Eh. As for the HOMO energy: -0.3119 Ha.

Structure (XYZ):
```
78
C16H50N2O10 ωB97M-V with the def2-TZVPD basis set
C 0.490 -2.309 8.241
O -0.586 -2.197 7.302
C -0.132 -1.782 5.980
C -1.250 -1.903 4.965
N -0.682 -2.090 3.586
C -0.258 -3.445 3.241
C 0.547 -3.492 1.941
O -0.301 -3.086 0.894
C 0.354 -3.138 -0.353
H 1.187 -3.149 8.017
H 0.028 -2.519 9.189
H 1.026 -1.345 8.279
H 0.767 -2.391 5.706
H 0.296 -0.760 6.054
H -1.884 -1.054 4.973
H -1.810 -2.809 5.297
H -1.388 -1.705 2.927
H -1.167 -4.089 3.223
H 0.349 -3.814 4.120
H 0.870 -4.521 1.834
H 1.503 -2.895 1.877
H -0.359 -2.815 -1.156
H 0.699 -4.132 -0.602
H 1.183 -2.411 -0.257
C 1.577 2.945 -7.829
O 1.724 2.000 -6.706
C 1.703 0.638 -7.147
C 1.829 -0.306 -5.939
N 0.735 -0.234 -5.034
C -0.487 -0.769 -5.561
C -1.621 -0.643 -4.553
O -1.658 0.704 -4.153
C -2.258 0.935 -2.909
H 2.437 3.656 -7.778
H 0.633 3.489 -7.640
H 1.680 2.486 -8.802
H 2.594 0.391 -7.788
H 0.799 0.444 -7.711
H 2.733 -0.031 -5.374
H 1.852 -1.336 -6.292
H 0.635 0.675 -4.590
H -0.382 -1.804 -5.705
H -0.772 -0.273 -6.475
H -1.389 -1.270 -3.671
H -2.606 -0.839 -5.025
H -3.371 0.791 -2.929
H -2.041 1.935 -2.616
H -1.716 0.214 -2.156
C -0.361 1.651 4.083
C 1.149 1.426 4.336
O 1.560 0.298 3.616
H -0.748 2.479 4.703
H -1.019 0.797 4.358
H -0.477 1.766 3.061
H 1.424 1.321 5.406
H 1.627 2.302 3.941
H 0.788 -0.289 3.496
C 1.306 3.933 0.048
C -0.106 3.756 0.638
O -0.798 2.989 -0.368
H 1.893 4.472 0.728
H 1.311 4.395 -0.985
H 1.843 2.967 0.064
H -0.489 4.770 0.742
H -0.136 3.237 1.594
H -1.656 2.661 -0.055
O -1.663 -0.622 0.578
H -1.965 -1.542 0.737
H -0.725 -0.583 0.711
O -3.207 1.798 0.411
H -2.604 1.061 0.382
H -4.034 1.509 0.117
O 1.018 -0.471 0.922
H 0.954 -0.074 0.013
H 1.519 0.248 1.402
O 0.784 1.090 -1.639
H 0.355 1.923 -1.478
H 0.352 0.785 -2.461
```


ORCA calculation (ωB97M-V with the def2-TZVPD basis set) on C13H23EuF5NO2P2 as an isolated structure at a distorted geometry.

Its spin multiplicity is 8. The expectation value of S² is 15.788. The charge is +1. The frontier orbital gap (alpha / beta) is 5.9 / 5.2 eV. The calculation puts the largest force on an atom at 8.3 eV Å⁻¹. As for the calculated total energy: -2606.02785 Eh. As for the HOMO energy (alpha / beta): -0.3528 / -0.4166 Ha.

Structure (XYZ):
```
47
C13H23EuF5NO2P2 ωB97M-V with the def2-TZVPD basis set
Eu -0.105 -0.344 0.991
P -2.360 0.084 0.599
C -2.225 0.474 -1.161
C -0.946 1.003 -1.652
N 0.145 0.723 -0.899
C 1.370 1.117 -1.328
C 1.541 1.841 -2.510
C 0.410 2.149 -3.274
C -0.852 1.722 -2.845
C 2.545 0.744 -0.429
P 2.147 -0.761 0.656
H -1.731 1.939 -3.432
H 2.524 2.157 -2.828
H 0.512 2.705 -4.194
H 3.441 0.547 -1.018
H 2.758 1.592 0.223
H -2.373 -1.559 -3.026
H -3.133 0.739 -1.682
H -0.812 -4.002 -1.604
O -2.152 -2.506 -3.342
H -2.823 -2.776 -4.036
H -0.382 -1.760 1.457
O -0.291 -4.447 -0.827
H 0.459 -3.829 -0.586
C 2.687 -2.163 -0.480
H 3.723 -2.025 -0.791
H 2.605 -3.120 0.035
H 2.060 -2.190 -1.372
C 3.518 -0.693 1.942
H 3.503 -1.596 2.553
H 4.492 -0.613 1.460
H 3.376 0.170 2.593
C -3.133 1.549 1.376
H -4.103 1.761 0.929
H -3.275 1.381 2.444
H -2.498 2.425 1.255
C -3.520 -1.323 0.755
H -3.729 -1.523 1.806
H -4.464 -1.109 0.256
H -3.097 -2.230 0.324
F -1.154 1.551 3.406
C -0.121 1.693 2.500
F -0.303 2.838 1.746
C 1.152 1.868 3.311
F 0.996 2.918 4.199
F 1.414 0.713 4.024
F 2.207 2.167 2.478
```


ORCA calculation (ωB97M-V with the def2-TZVPD basis set) on C7H10 as an isolated structure.

The relative energy (zero: lowest compared OMol25 entry of this formula, charge and spin) comes out at 507.1 kJ/mol. The frontier orbital gap is 9.2 eV. The calculation puts the largest force on an atom at 0.2 eV Å⁻¹. As for the calculated total energy: -272.52487 Eh. As for the HOMO energy: -0.3000 Ha.

Structure (XYZ):
```
17
C7H10 ωB97M-V with the def2-TZVPD basis set
C 0.480 -1.465 -1.270
C -0.551 -0.428 -1.643
C 0.221 -0.304 -0.368
C 1.236 0.743 0.091
C 0.877 0.466 1.583
C -1.010 0.931 1.427
C -0.273 -0.367 1.061
H 1.414 -1.480 -1.828
H 0.126 -2.444 -0.957
H -0.312 0.257 -2.452
H -1.601 -0.706 -1.579
H 2.284 0.453 -0.045
H 1.113 1.767 -0.282
H -0.218 1.614 1.898
H -1.432 1.456 0.569
H -1.706 0.777 2.250
H -0.647 -1.271 1.545
```